{"formula": "C19H11Cl5CuN4S", "method": "ωB97M-V/def2-TZVPD", "total_charge": 0, "multiplicity": 2, "homo_ev": [-8.23, -8.22], "energy_ha": -5289.1551, "relative_energy_kcal_mol": 22.60, "molar_mass_g_mol": 568.20, "orbital_gap_ev": [6.53, 4.98], "species": ["Cu", "S", "C", "N", "N", "C", "C", "C", "C", "C", "C", "N", "N", "C", "C", "C", "C", "C", "C", "H", "H", "H", "H", "H", "H", "H", "H", "H", "H", "H", "Cl", "C", "C", "C", "Cl", "C", "Cl", "C", "Cl", "C", "Cl"], "xyz": [[-0.800, -0.846, 2.000], [-1.065, -1.730, -0.254], [-0.296, -0.546, -1.238], [-0.276, -0.616, -2.603], [-0.814, -1.654, -3.105], [-1.014, -1.886, -4.461], [-0.649, -0.923, -5.305], [-0.861, -1.084, -6.604], [-1.456, -2.246, -7.166], [-1.775, -3.228, -6.277], [-1.562, -3.063, -4.913], [0.442, 0.449, -0.778], [0.479, 0.743, 0.417], [1.219, 1.936, 0.609], [2.350, 2.300, -0.206], [3.110, 3.381, 0.164], [2.816, 4.082, 1.332], [1.721, 3.716, 2.180], [0.916, 2.707, 1.729], [-1.231, -2.271, -2.328], [-0.240, 0.034, -4.878], [-0.551, -0.286, -7.246], [-1.566, -2.267, -8.239], [-2.122, -4.172, -6.621], [-1.810, -3.770, -4.129], [2.645, 1.652, -1.012], [4.012, 3.730, -0.364], [3.564, 4.731, 1.725], [1.376, 4.342, 3.067], [0.093, 2.369, 2.360], [1.846, -0.453, 3.493], [0.441, -0.391, 4.479], [-0.806, -0.711, 3.936], [-1.905, -0.704, 4.848], [-3.482, -1.081, 4.162], [-1.763, -0.584, 6.232], [-3.073, -0.807, 7.433], [-0.488, -0.358, 6.744], [-0.186, -0.269, 8.458], [0.610, -0.282, 5.859], [2.150, 0.059, 6.500]], "forces_ev_per_angstrom": [[-0.074, -0.191, -0.760], [0.231, 0.819, 0.111], [-1.551, -3.462, -0.179], [0.519, 0.620, 0.312], [-1.228, -1.430, 2.526], [-0.308, -1.128, 1.569], [1.395, 3.655, 0.822], [-0.564, -0.463, -3.204], [1.157, 1.946, 0.667], [-0.084, -0.931, 0.463], [-0.132, -0.076, 0.680], [1.501, 2.477, -0.974], [-0.622, 0.577, 0.386], [1.992, 0.647, -0.104], [-1.455, -0.853, 0.810], [0.536, 0.860, 0.440], [-0.966, -1.033, 1.567], [0.474, 2.112, -0.895], [-0.707, -1.427, 0.772], [0.372, 0.205, -1.426], [-0.330, -1.150, -0.682], [-0.006, 0.265, -0.483], [-0.197, -0.435, 0.042], [-0.492, -0.578, -0.210], [-0.157, -0.453, -0.479], [-0.092, -0.009, -0.266], [-0.588, -0.616, 0.006], [0.172, 0.873, -0.024], [0.950, -1.058, -1.160], [0.002, 0.074, -0.234], [0.396, 0.171, -0.523], [-1.146, -1.057, 1.024], [-0.665, 0.932, 0.563], [0.559, -0.642, -0.803], [0.284, 0.198, 0.353], [-0.470, -0.188, 0.719], [0.705, 0.223, -1.365], [0.843, -0.121, -0.313], [-0.244, 0.034, -0.526], [-0.691, 0.558, 0.489], [0.679, 0.056, 0.289]]}

***

{"formula": "C19H11Cl5N3O2PdSSe", "method": "ωB97M-V/def2-TZVPD", "total_charge": -1, "multiplicity": 3, "homo_ev": [-3.99, -5.06], "energy_ha": -6273.9123, "relative_energy_kcal_mol": 9.13, "molar_mass_g_mol": 708.03, "orbital_gap_ev": [6.42, 5.43], "species": ["Pd", "Cl", "C", "C", "Cl", "C", "Cl", "C", "O", "C", "Cl", "C", "Cl", "N", "C", "O", "C", "C", "C", "C", "N", "C", "H", "H", "H", "H", "H", "H", "Se", "C", "C", "C", "C", "C", "C", "H", "H", "H", "H", "H", "S", "C", "N"], "xyz": [[-2.750, -17.534, 1.282], [1.292, -17.056, 7.127], [0.000, -17.084, 5.941], [0.010, -17.979, 4.875], [1.157, -19.249, 4.775], [-0.847, -17.738, 3.816], [-0.853, -18.715, 2.376], [-1.842, -16.627, 3.855], [-2.657, -16.332, 2.895], [-1.942, -15.870, 5.099], [-3.085, -14.609, 5.200], [-0.987, -16.119, 6.075], [-0.945, -15.027, 7.418], [-5.626, -20.183, -0.836], [-6.651, -19.956, 0.053], [-7.811, -19.910, -0.346], [-6.246, -19.758, 1.484], [-7.188, -19.441, 2.465], [-6.652, -19.123, 3.686], [-5.265, -19.153, 3.915], [-4.401, -19.568, 3.006], [-4.889, -19.924, 1.843], [-5.869, -20.347, -1.817], [-4.632, -19.921, -0.664], [-8.208, -19.466, 2.149], [-7.307, -18.879, 4.522], [-4.847, -18.922, 4.890], [-4.236, -20.464, 1.132], [-4.687, -16.464, 0.265], [-3.683, -15.005, -0.471], [-2.498, -15.124, -1.282], [-1.861, -13.977, -1.737], [-2.178, -12.690, -1.225], [-3.304, -12.585, -0.400], [-4.103, -13.732, -0.059], [-2.182, -16.090, -1.611], [-1.070, -14.161, -2.432], [-1.539, -11.859, -1.479], [-3.662, -11.649, 0.106], [-5.036, -13.555, 0.523], [-1.539, -19.192, -2.621], [-2.232, -19.108, -1.189], [-2.818, -18.921, -0.117]], "forces_ev_per_angstrom": [[-0.869, 0.439, -0.207], [-0.156, -0.502, -0.339], [0.484, -0.121, 1.012], [-0.142, 0.708, -0.572], [0.160, -0.113, 0.103], [-1.731, 1.527, 0.072], [0.689, -0.157, 0.753], [-0.303, -0.234, 0.315], [1.236, 0.269, 1.888], [1.295, -1.624, -1.390], [-0.217, 0.045, -0.022], [-0.366, 0.895, -0.222], [-0.019, -0.055, 0.226], [0.735, 0.106, -0.128], [0.068, -0.126, -1.174], [0.294, -0.148, 0.711], [0.634, -0.418, -0.204], [1.634, 0.000, -1.270], [-0.171, 0.217, 1.550], [-0.837, -0.065, -0.099], [0.518, -0.400, 0.611], [-0.979, -0.604, -1.335], [-0.082, 0.296, 0.800], [-1.114, -0.174, 0.006], [-0.621, 0.250, 0.299], [0.154, 0.039, -0.125], [-0.154, 0.233, -0.045], [-0.145, 0.779, 0.655], [0.107, 0.556, -0.377], [0.494, 0.696, 0.062], [-1.854, 0.871, 0.593], [-0.499, -0.031, 1.087], [-0.783, -1.257, 0.097], [-0.863, -0.307, 0.900], [0.772, 0.932, -0.659], [0.172, -0.467, -0.125], [0.578, 0.363, -0.255], [-0.163, 0.250, -0.007], [0.750, -0.700, -0.904], [0.925, -0.410, -0.459], [0.364, -0.286, -0.738], [-2.629, 1.279, 4.690], [2.634, -2.550, -5.774]]}

***

{"formula": "C19H12Br2GaN3S", "method": "ωB97M-V/def2-TZVPD", "total_charge": 2, "multiplicity": 1, "homo_ev": -14.50, "energy_ha": -8366.0531, "relative_energy_kcal_mol": 0.00, "molar_mass_g_mol": 543.92, "orbital_gap_ev": 7.09, "species": ["Ga", "S", "C", "C", "C", "C", "C", "C", "C", "C", "C", "N", "H", "H", "H", "H", "H", "H", "Br", "C", "C", "C", "N", "C", "C", "C", "C", "C", "Br", "C", "C", "N", "H", "H", "H", "H", "H", "H"], "xyz": [[0.469, -0.571, -0.596], [4.333, -1.912, 0.543], [4.436, -1.821, -1.154], [3.261, -1.435, -1.736], [2.252, -1.200, -0.769], [2.697, -1.428, 0.515], [1.821, -1.266, 1.684], [2.179, -1.491, 3.003], [1.234, -1.306, 3.996], [-0.055, -0.895, 3.667], [-0.351, -0.680, 2.342], [0.565, -0.857, 1.378], [5.366, -2.065, -1.645], [3.138, -1.333, -2.803], [3.184, -1.810, 3.243], [1.499, -1.481, 5.030], [-0.813, -0.748, 4.422], [-1.336, -0.360, 2.024], [-5.979, -0.573, -1.670], [-4.150, -0.639, -1.409], [-3.500, -1.864, -1.287], [-2.139, -1.862, -1.089], [-1.432, -0.720, -1.015], [-2.056, 0.474, -1.145], [-3.416, 0.544, -1.336], [-1.160, 1.665, -1.073], [-1.577, 2.965, -1.238], [-0.622, 3.980, -1.171], [-1.143, 5.745, -1.388], [0.714, 3.663, -0.950], [1.055, 2.337, -0.794], [0.134, 1.366, -0.848], [-4.039, -2.797, -1.349], [-1.589, -2.788, -0.992], [-3.917, 1.496, -1.434], [-2.612, 3.211, -1.422], [1.472, 4.431, -0.906], [2.079, 2.027, -0.625]], "forces_ev_per_angstrom": [[0.029, 0.397, 0.213], [0.044, -0.013, 0.067], [-0.022, -0.004, -0.063], [0.020, 0.014, 0.072], [0.058, -0.273, -0.291], [0.002, -0.018, 0.184], [0.066, 0.014, -0.131], [0.009, -0.029, 0.031], [-0.002, 0.015, 0.042], [0.003, -0.020, 0.017], [0.039, 0.004, -0.020], [0.052, -0.045, 0.077], [-0.007, 0.002, 0.009], [0.000, 0.005, 0.005], [-0.008, -0.006, 0.004], [-0.003, -0.003, -0.005], [0.011, -0.001, 0.003], [-0.003, 0.010, -0.007], [-0.127, 0.004, -0.020], [0.002, 0.007, 0.005], [0.061, -0.011, -0.005], [-0.014, 0.036, -0.018], [-0.136, -0.154, -0.129], [0.049, 0.063, -0.003], [0.026, 0.019, -0.019], [-0.039, -0.138, -0.007], [-0.004, -0.004, -0.006], [-0.022, 0.018, -0.003], [-0.022, 0.087, -0.012], [0.060, -0.055, 0.003], [-0.091, 0.045, -0.007], [-0.041, 0.042, -0.009], [-0.011, 0.006, 0.003], [0.019, 0.000, 0.015], [-0.006, -0.014, -0.003], [0.009, 0.002, -0.001], [-0.004, 0.002, 0.004], [0.006, -0.003, 0.005]]}

***

{"formula": "C19H12Cl5I2NO2PdS", "method": "ωB97M-V/def2-TZVPD", "total_charge": -2, "multiplicity": 1, "homo_ev": -1.47, "energy_ha": -4358.8839, "molar_mass_g_mol": 855.87, "orbital_gap_ev": 5.27, "species": ["Pd", "Cl", "C", "C", "C", "Cl", "C", "Cl", "C", "Cl", "C", "Cl", "I", "C", "C", "C", "I", "C", "C", "C", "C", "N", "C", "C", "O", "H", "H", "H", "H", "O", "S", "C", "C", "C", "C", "H", "H", "H", "H", "H", "H", "H", "H"], "xyz": [[0.494, -0.815, -0.065], [3.795, -0.071, 0.265], [2.835, 0.329, 1.700], [1.445, 0.256, 1.592], [0.807, 0.539, 2.799], [-0.991, 0.661, 2.876], [1.441, 0.799, 4.028], [0.557, 1.044, 5.507], [2.812, 0.878, 4.012], [3.699, 1.018, 5.485], [3.537, 0.688, 2.835], [5.282, 0.767, 2.883], [0.363, 6.144, -1.423], [-1.145, 4.747, -1.103], [-2.378, 5.209, -0.737], [-3.381, 4.315, -0.511], [-5.321, 5.145, -0.043], [-3.208, 2.937, -0.779], [-4.256, 1.998, -0.648], [-3.984, 0.665, -0.934], [-2.718, 0.312, -1.385], [-1.722, 1.159, -1.511], [-1.934, 2.454, -1.199], [-0.794, 3.392, -1.318], [0.308, 3.001, -1.710], [-2.549, 6.253, -0.603], [-5.198, 2.317, -0.315], [-4.697, -0.152, -0.749], [-2.525, -0.741, -1.598], [-1.143, -3.357, -1.581], [0.114, -2.716, -1.022], [0.982, -3.879, 0.142], [1.953, -4.815, -0.604], [2.299, -4.175, -1.971], [1.250, -3.196, -2.419], [0.197, -4.427, 0.717], [1.524, -3.158, 0.776], [1.480, -5.804, -0.747], [2.869, -4.960, -0.019], [2.431, -4.980, -2.712], [3.302, -3.741, -1.973], [0.534, -3.698, -3.055], [1.639, -2.345, -2.882]], "forces_ev_per_angstrom": [[-0.018, 0.290, 0.283], [-0.149, 0.071, 0.175], [0.137, 0.017, -0.816], [-0.270, -0.304, 0.456], [-0.875, 0.359, 0.336], [0.810, -0.275, -0.433], [-0.585, 0.033, -0.775], [0.224, -0.061, -0.162], [0.906, -0.201, 0.319], [0.047, 0.272, 0.509], [-0.060, -0.253, 0.169], [-0.301, 0.014, -0.125], [0.269, 0.180, -0.055], [0.781, 0.309, -0.058], [-0.394, -0.190, 0.344], [-1.040, 0.233, -0.016], [0.615, -0.319, -0.116], [-0.557, -0.322, 0.097], [1.670, -1.383, -0.582], [-0.873, 0.482, 0.553], [0.411, -0.479, 0.020], [0.020, 0.350, 0.047], [-0.446, 0.047, 0.274], [0.125, -0.660, -0.898], [0.395, 0.109, 0.163], [-0.044, 0.564, 0.047], [-1.161, 0.309, 0.431], [0.109, 0.604, -0.226], [0.190, 0.202, -0.052], [0.290, 0.210, 0.962], [-0.006, -0.589, -0.895], [-0.167, -0.205, 0.167], [-0.517, 0.047, -0.113], [1.100, -0.804, -0.120], [-0.757, -1.120, 0.972], [0.581, 0.567, -0.337], [-0.314, -0.433, -0.058], [0.208, 0.393, -0.004], [-0.228, -0.059, -0.051], [-0.323, 0.106, 0.066], [-0.162, 0.350, 0.448], [-0.210, 0.122, -0.266], [0.571, 1.419, -0.679]]}